{"formula": "C39H75BrI2N4O8S2", "method": "ωB97M-V/def2-TZVPD", "smiles": "[H]/N=C/C[C@@](CC(=O)I)(O[C@](N)(I)[C@](CCCSC(=S)N(CC)CC)(C[C@H](C)Br)NOC[C@@H](C)O)c1ccccc1.CC(C)O.CC(C)O.CC(C)O.CC(C)O", "e_tot_ha": -6317.5968, "max_force_ha_per_bohr": 0.044, "homo_energy_ev": -7.7, "homo_lumo_gap_ev": 8.0, "elements": ["H", "N", "C", "C", "C", "C", "C", "O", "I", "O", "C", "N", "I", "C", "C", "C", "C", "S", "C", "S", "N", "C", "C", "C", "C", "C", "C", "C", "Br", "N", "O", "C", "C", "C", "O", "C", "C", "C", "C", "C", "C", "H", "H", "H", "H", "H", "H", "H", "H", "H", "H", "H", "H", "H", "H", "H", "H", "H", "H", "H", "H", "H", "H", "H", "H", "H", "H", "H", "H", "H", "H", "H", "H", "H", "H", "H", "H", "H", "H", "H", "H", "H", "H", "C", "C", "C", "O", "H", "H", "H", "H", "H", "H", "H", "H", "C", "C", "C", "O", "H", "H", "H", "H", "H", "H", "H", "H", "C", "C", "C", "O", "H", "H", "H", "H", "H", "H", "H", "H", "C", "C", "C", "O", "H", "H", "H", "H", "H", "H", "H", "H"], "positions_angstrom": [[-5.746533, -0.082428, -5.741682], [-5.152268, 0.262450, -4.990115], [-3.940927, 0.049505, -5.277901], [-2.780387, 0.440110, -4.390858], [-2.685406, -0.352802, -3.077909], [-2.958932, -1.842607, -3.445967], [-2.076653, -2.321209, -4.544566], [-0.968529, -2.003551, -4.738946], [-2.973657, -3.778118, -5.911058], [-1.480199, -0.409093, -2.311091], [-0.348630, 0.371852, -2.346865], [0.003627, 0.822292, -3.660863], [1.341547, -1.117676, -1.845996], [-0.304436, 1.498341, -1.236060], [0.916601, 2.380437, -1.616019], [1.537445, 3.355267, -0.607902], [0.709800, 4.555537, -0.135478], [0.592930, 4.625859, 1.683701], [-0.404483, 6.117299, 1.846305], [0.338336, 7.540939, 1.517235], [-1.727632, 6.034020, 2.174328], [-2.217117, 4.713388, 2.601119], [-1.798843, 4.299448, 4.014055], [-2.219129, 7.130188, 3.025385], [-3.043747, 8.151073, 2.214408], [-0.118574, 1.026089, 0.200826], [-1.062984, 0.081109, 0.945138], [-1.302632, -1.360458, 0.488816], [-2.814991, 0.919596, 1.352161], [-1.478161, 2.364249, -1.281321], [-1.790560, 2.741699, -2.604627], [-2.061663, 4.131133, -2.669815], [-2.412569, 4.440497, -4.127936], [-3.908555, 4.642490, -4.382289], [-1.704316, 5.628069, -4.526012], [-3.842380, 0.056886, -2.132576], [-4.287517, -0.836515, -1.152407], [-5.314226, -0.506810, -0.266627], [-5.929141, 0.735286, -0.331361], [-5.516306, 1.626081, -1.318160], [-4.491053, 1.286833, -2.204428], [-3.692239, -0.443268, -6.218431], [-1.916151, 0.317209, -5.028894], [-2.860720, 1.506939, -4.247727], [-2.655572, -2.417383, -2.572180], [-4.006340, -2.049610, -3.600994], [1.009226, 0.859498, -3.743628], [-0.224887, 0.033556, -4.262678], [1.739195, 1.738669, -1.920249], [0.672884, 2.953810, -2.504770], [1.916545, 2.824930, 0.264065], [2.425507, 3.760456, -1.081845], [-0.295623, 4.610310, -0.529008], [1.215242, 5.472951, -0.420653], [-1.974578, 3.952704, 1.876522], [-3.304895, 4.783512, 2.603674], [-1.924664, 3.226485, 4.106135], [-2.412494, 4.804266, 4.752132], [-0.758948, 4.553461, 4.198986], [-2.885090, 6.722127, 3.775811], [-1.411473, 7.622671, 3.553099], [-2.937438, 7.946529, 1.157081], [-4.097792, 8.029648, 2.452856], [-2.777829, 9.172742, 2.455729], [-0.143247, 1.926739, 0.811586], [0.890929, 0.650521, 0.334938], [-0.642937, 0.019604, 1.938612], [-2.363087, -1.583507, 0.518783], [-0.941827, -1.623723, -0.493886], [-0.853895, -2.047010, 1.201428], [-2.304354, 1.892442, -0.917799], [-1.164796, 4.701213, -2.443878], [-2.866863, 4.409689, -1.992620], [-2.014499, 3.628218, -4.730998], [-4.092185, 5.674780, -4.648514], [-4.469689, 4.383882, -3.489854], [-4.232042, 3.983366, -5.180477], [-0.981854, 5.368491, -5.097621], [-3.849182, -1.813230, -1.025539], [-5.626137, -1.215056, 0.484000], [-6.706123, 1.036722, 0.351941], [-5.971494, 2.599959, -1.406649], [-4.210011, 2.026070, -2.931177], [6.978435, -1.084860, 0.706479], [5.459900, -1.158711, 0.720927], [4.967889, -2.525348, 0.272907], [4.907002, -0.145805, -0.121666], [7.358397, -1.247432, -0.307134], [7.317438, -0.099408, 1.027059], [7.412695, -1.835945, 1.368631], [5.096515, -0.951755, 1.727047], [5.284757, -2.730692, -0.754920], [3.877643, -2.562996, 0.287949], [5.352504, -3.313553, 0.921394], [5.212543, -0.310521, -1.019557], [5.095649, -5.687222, 3.816808], [6.293614, -4.798402, 3.518540], [7.424419, -5.040659, 4.503505], [5.901258, -3.421963, 3.549657], [4.700070, -5.475844, 4.814676], [4.293208, -5.499537, 3.102177], [5.365267, -6.743115, 3.768911], [6.647629, -4.990659, 2.507877], [7.098627, -4.809945, 5.522561], [8.272870, -4.395134, 4.276803], [7.760210, -6.077304, 4.472208], [5.583219, -3.220551, 4.435736], [10.351458, -6.236731, -0.106827], [8.943892, -6.574235, 0.360040], [7.961689, -6.587575, -0.801549], [8.517048, -5.638904, 1.351711], [10.374406, -5.241274, -0.558609], [11.042351, -6.228763, 0.736416], [10.708525, -6.957742, -0.843241], [8.945178, -7.548959, 0.849067], [7.915725, -5.601914, -1.272892], [6.957627, -6.828830, -0.451180], [8.251460, -7.318153, -1.557812], [8.507220, -4.764259, 0.946606], [-5.874760, -3.918025, 3.354855], [-6.716777, -2.651971, 3.400320], [-7.857702, -2.779738, 4.397941], [-7.230549, -2.356408, 2.100720], [-6.483382, -4.769577, 3.038408], [-5.062503, -3.811312, 2.635002], [-5.446242, -4.144836, 4.331854], [-6.086574, -1.804330, 3.672227], [-8.524311, -3.597999, 4.112067], [-8.451992, -1.866074, 4.417927], [-7.484611, -2.974807, 5.404111], [-7.794662, -3.088365, 1.830308]], "forces_ev_per_angstrom": [[-0.0928, 0.0459, 0.0028], [-0.0532, 0.1211, 0.0852], [-0.3744, -0.3540, 0.1028], [0.2202, 0.4712, -0.6740], [-1.8339, -0.3625, -0.3579], [0.3670, 0.1157, 0.6698], [-0.8062, -0.5254, -0.1247], [1.1572, 0.3803, -0.2758], [-0.1151, -0.0241, 0.1030], [0.2339, 0.4815, 0.0848], [0.2645, 0.3121, -0.1894], [-0.4560, -0.7912, 0.0643], [0.2827, -0.3441, 0.0290], [0.8439, 0.3763, -0.8569], [0.2730, 0.3286, 0.0937], [-0.2494, -0.1709, 0.4474], [0.1709, 0.6191, -0.0158], [-0.3834, -0.4860, -0.0135], [0.0556, 0.4053, -0.8102], [0.0555, 0.2693, 0.0628], [1.3220, -0.9915, 1.5395], [-0.9045, 0.0914, 0.3412], [0.0926, 0.1930, -0.4914], [-1.0268, 0.7409, -0.7080], [-0.1576, -0.3925, 0.3663], [-0.5945, 0.2152, 0.5024], [0.0864, -0.3979, -0.0388], [-0.3318, -0.2680, 0.2608], [0.2462, 0.2722, 0.1418], [-0.2941, -0.0327, 0.4398], [-0.1110, -0.1036, -0.0356], [0.2655, 0.0497, -0.4581], [0.2305, 0.4950, -0.0028], [0.4571, -0.5263, 0.1503], [-0.2983, 0.0880, -0.0116], [-0.0174, -0.1007, 0.3029], [-0.4586, 0.2678, 0.1744], [0.0542, 0.0727, -0.2934], [0.3365, 0.1906, -0.6099], [0.4419, -0.3805, -0.0034], [-0.1895, 0.1093, 0.3973], [0.2772, -0.0595, -0.1137], [0.2427, -0.1260, 0.1743], [0.1626, 0.1972, 0.4050], [0.0689, -0.2665, 0.0478], [-0.1584, 0.0676, -0.3147], [0.1346, 0.5111, 0.1583], [0.0162, 0.0810, -0.0828], [0.0974, -0.2430, 0.0605], [-0.3221, 0.0104, -0.1851], [0.0410, -0.2094, 0.0728], [0.1778, -0.0301, -0.1485], [-0.1649, -0.3316, -0.0738], [-0.0011, 0.1635, -0.0670], [0.2940, -0.0210, -0.2550], [-0.1382, 0.0291, -0.1807], [-0.0195, -0.1735, 0.1642], [-0.0273, -0.0186, 0.2215], [0.1718, -0.0832, 0.0754], [0.0356, -0.3659, 0.1206], [0.3498, -0.0652, -0.1293], [0.2023, 0.2520, -0.2044], [-0.1788, 0.0329, -0.0225], [0.1861, 0.1668, -0.1596], [0.0309, 0.2866, -0.0532], [0.1172, -0.2777, -0.1717], [0.0686, 0.1266, 0.2217], [-0.1018, -0.0069, -0.0511], [0.0446, 0.2040, -0.0115], [0.2664, -0.0389, 0.0851], [0.0163, -0.1077, -0.1404], [0.1019, 0.0663, 0.2592], [-0.0707, 0.0061, 0.2200], [-0.1064, -0.3368, 0.0100], [-0.0960, 0.1727, -0.0448], [-0.2496, 0.0451, 0.0618], [-0.2415, 0.0702, -0.2183], [0.1608, 0.0278, -0.0320], [0.1338, -0.0826, -0.1390], [-0.0353, -0.1515, 0.1015], [-0.1342, -0.1703, 0.1623], [-0.1091, 0.1175, 0.0065], [0.0577, 0.0137, -0.1938], [0.0582, 0.1058, 0.0788], [0.1932, -0.2581, -0.4153], [-0.1394, -0.0914, 0.0520], [-0.0831, 0.1820, 0.2431], [-0.0327, -0.0744, -0.0047], [-0.0106, -0.0077, 0.0358], [-0.0220, -0.0014, 0.0143], [-0.0686, 0.0798, -0.0221], [0.0844, 0.0309, 0.0165], [0.0008, 0.0144, 0.0429], [-0.0022, 0.0159, 0.0192], [-0.0188, -0.0269, -0.0269], [-0.0979, 0.0432, -0.1259], [-0.1892, -0.0518, 0.4612], [0.1163, 0.0904, -0.0443], [0.0511, 0.0712, -0.2622], [0.0694, -0.0396, 0.0401], [0.0254, -0.0155, -0.0303], [0.0042, -0.0015, 0.0183], [-0.0251, 0.0858, 0.0084], [-0.0593, -0.0692, -0.0005], [0.0140, -0.0362, -0.0510], [0.0038, -0.0014, -0.0046], [0.0066, -0.0178, 0.0290], [0.0886, -0.0419, 0.1426], [0.0551, 0.3297, -0.3675], [-0.1333, -0.0759, 0.0788], [0.0397, -0.1959, 0.0838], [-0.0485, -0.0234, -0.0699], [-0.0081, -0.0382, 0.0051], [-0.0044, 0.0134, -0.0168], [-0.0383, 0.0360, 0.1146], [0.0797, -0.0036, -0.0299], [0.0141, -0.0333, 0.0102], [0.0073, 0.0148, -0.0140], [0.0222, 0.0195, -0.0114], [0.1339, 0.0601, -0.0909], [-0.2178, -0.4218, 0.0439], [-0.0484, 0.1638, 0.0086], [0.1549, 0.2272, -0.0095], [-0.0474, -0.0013, 0.0729], [0.0169, 0.0307, 0.0261], [-0.0117, -0.0147, 0.0026], [-0.0136, 0.0681, -0.1053], [0.0596, -0.0634, 0.0176], [0.0332, 0.0195, 0.0128], [-0.0042, -0.0209, -0.0019], [-0.0175, -0.0176, -0.0009]], "mulliken_charge": [0.27, -0.41, -1.38, 0.18, 1.35, -1.45, -0.30, -0.39, -0.03, 0.16, -3.35, -0.03, 0.07, 5.44, -1.78, -1.70, -0.05, -0.27, 0.08, -0.27, 0.36, -0.27, -1.09, -0.66, -1.20, -2.26, -0.10, -0.89, -0.16, 0.05, 0.40, -0.80, 0.31, -1.38, -0.62, 0.13, -0.76, -1.10, -0.74, -0.83, 0.22, 0.49, 0.93, -0.30, 0.69, 0.74, 0.38, 0.37, 0.40, 0.59, 0.62, 0.47, -0.34, 0.76, -0.37, 0.53, 0.37, 0.38, 0.28, 0.37, 0.57, 0.30, 0.36, 0.29, -0.22, 0.73, 0.91, 0.18, -0.07, 0.38, -0.49, 0.46, 0.41, 0.30, 0.47, 0.26, 0.25, 0.36, 0.40, 0.59, 0.46, 0.48, 0.51, -1.26, 0.46, -0.77, -0.50, 0.35, 0.33, 0.29, 0.18, 0.34, 0.15, 0.04, 0.34, -1.43, 1.00, -1.44, -0.45, 0.36, 0.34, 0.38, -0.10, 0.43, 0.31, 0.35, 0.30, -1.30, 0.34, -1.29, -0.39, 0.34, 0.32, 0.39, 0.27, 0.31, 0.32, 0.41, 0.24, -1.26, 0.52, -1.38, -0.52, 0.34, 0.28, 0.38, 0.27, 0.35, 0.34, 0.37, 0.32]}